Molecular formula: C6H16O
Method: DFT, ωB97M-V/def2-TZVPD

Last columns: bonded neighbours and bond lengths (Å).
Element x y z (Å)
1 C 1.07 2.09 1.05  C2 1.558, H7 1.088, H8 1.083, H9 1.092
2 C 1.45 0.72 0.42  C1 1.558, C3 1.528, H10 1.088, H11 1.091
3 C 0.49 -0.38 0.85  C2 1.528, C4 1.556, H12 1.092, H13 1.091
4 C 0.17 -1.47 -0.22  C3 1.556, C5 1.526, C6 1.524, H14 1.100
5 C -0.33 -2.75 0.43  C4 1.526, H15 1.094, H16 1.080, H17 1.097
6 C -0.75 -0.93 -1.32  C4 1.524, H18 1.087, H19 1.096, H20 1.095
7 H 1.06 2.88 0.29  C1 1.088
8 H 0.11 2.00 1.53  C1 1.083
9 H 1.78 2.45 1.80  C1 1.092
10 H 2.44 0.40 0.72  C2 1.088
11 H 1.43 0.89 -0.66  C2 1.091
12 H -0.50 -0.01 1.11  C3 1.092
13 H 0.95 -0.94 1.66  C3 1.091
14 H 1.13 -1.70 -0.70  C4 1.100
15 H 0.41 -3.10 1.15  C5 1.094
16 H -0.55 -3.53 -0.30  C5 1.080
17 H -1.21 -2.55 1.05  C5 1.097
18 H -1.58 -0.32 -0.97  C6 1.087
19 H -0.11 -0.39 -2.02  C6 1.096
20 H -1.11 -1.76 -1.94  C6 1.095
21 O -2.10 2.46 -1.09  H22 0.960, H23 0.948
22 H -2.71 3.19 -1.04  O21 0.960
23 H -1.53 2.73 -1.79  O21 0.948

Results
electronic energy = -313.42717 hartree
SMILES = CCCC(C)C.O
largest force on an atom = 1.4 eV Å⁻¹
HOMO = -10.5 eV
Kohn-Sham gap = 0.4143 Eh